DFT (ωB97M-V/def2-TZVPD) results for 4 unconnected molecules or ions with the total composition C42H93BN3O17P4.

Summary:
HOMO energy ... -9.50 eV
Total charge ... +1
HOMO-LUMO gap ... 7.0 eV
DFT total energy ... -4489.2616 Ha

Last columns: bonded neighbours and bond lengths (Å).
Positions of all 160 atoms, in Å:
1 H 10.820 3.910 -0.778  C12 1.088
2 P 3.459 0.117 4.475  O35 1.503, O41 1.643, O126 1.654, O130 1.643
3 H -7.858 7.488 4.624  C70 1.093
4 C -1.454 -3.772 2.414  C34 1.209, C158 1.495
5 H 9.814 6.654 -1.676  C67 1.091
6 C 2.060 -4.602 -3.457  H39 1.109, H50 1.099, H83 1.100, C101 1.580
7 H -0.722 -1.897 1.951  C158 1.105
8 H 0.047 -0.022 1.535  C44 1.102
9 O -6.109 5.735 0.261  P127 1.650, C139 1.416
10 H 6.991 0.054 -1.551  C37 1.089
11 H 0.545 1.702 -3.282  C129 1.103
12 C 10.077 4.704 -0.802  H1 1.088, C67 1.517, O116 1.420, H124 1.093
13 H -6.785 -3.900 -3.644  C73 1.109
14 O -8.645 4.814 1.817  P127 1.498
15 H 6.114 0.997 5.505  C93 1.088
16 H -4.578 -3.211 3.385  C47 1.096
17 H -6.401 2.119 0.456  C105 1.092
18 H 0.816 -0.504 4.767  C86 1.091
19 H 0.735 -4.933 0.373  C118 1.095
20 H 2.997 -1.593 -0.522  C102 1.104
21 C -5.445 4.053 -1.375  H36 1.091, H62 1.092, H134 1.091, C139 1.519
22 H -5.072 -1.459 3.334  C47 1.108
23 O -2.571 -1.062 0.648  H56 0.968, C111 1.425
24 C -7.358 -1.796 -3.527  H55 1.107, H68 1.105, C73 1.574, O143 1.423
25 C 0.144 -0.586 -0.562  C44 1.400, C104 1.524, H109 1.109
26 C -1.536 -1.678 -2.146  H49 1.117, C91 1.545, C104 1.577, N128 1.557
27 H -4.793 -2.790 -4.089  O115 0.968
28 H 1.782 -0.297 0.902  C44 1.103
29 H -1.785 -6.473 1.015  C92 1.102
30 H 7.210 -0.735 2.183  C52 1.091
31 H 1.404 -2.646 -4.064  C101 1.099
32 H 5.211 2.424 3.378  C87 1.091
33 O 7.363 2.424 -0.475  C45 1.424, P85 1.646
34 C -2.014 -4.561 3.140  C4 1.209, H54 1.078
35 O 2.702 -0.615 3.402  P2 1.503
36 H -5.560 4.633 -2.292  C21 1.091
37 C 6.190 0.325 -0.865  H10 1.089, C45 1.518, H98 1.093, H132 1.092
38 C 5.511 -1.248 3.412  C52 1.517, H89 1.092, O126 1.425, H157 1.093
39 H 2.115 -4.835 -4.540  C6 1.109
40 H 0.816 -0.699 -3.234  C155 1.096
41 O 2.617 -0.404 5.786  P2 1.643, C86 1.426
42 C 11.302 2.690 -3.346  C63 1.518, H65 1.090, H90 1.090, H138 1.091
43 H 0.725 -0.759 6.487  C86 1.091
44 C 0.701 -0.270 0.683  H8 1.102, C25 1.400, H28 1.103
45 C 6.082 1.821 -0.631  O33 1.424, C37 1.518, H97 1.092, H110 1.091
46 H 9.855 5.365 -2.858  C67 1.091
47 C -4.432 -2.245 2.888  H16 1.096, H22 1.108, C72 1.568, H142 1.104
48 H 2.508 -0.708 -1.996  C102 1.101
49 H -1.447 -2.559 -2.827  C26 1.117
50 H 1.695 -5.511 -2.958  C6 1.099
51 H -2.124 -0.552 -3.975  C91 1.102
52 C 6.588 -0.282 2.956  H30 1.091, C38 1.517, H96 1.090, H140 1.091
53 H 0.168 -5.859 -0.986  C118 1.109
54 H -2.738 -5.163 3.664  C34 1.078
55 H -8.411 -1.778 -3.866  C24 1.107
56 H -3.146 -0.335 0.368  O23 0.968
57 H -9.224 7.107 1.938  C99 1.090
58 H -5.067 -1.310 1.042  C72 1.103
59 H -1.228 -4.273 -1.613  C114 1.115
60 H -4.564 -4.660 -2.820  N74 1.020
61 C -1.251 -2.844 0.013  C104 1.612, C111 1.618, C114 1.577, C158 1.537
62 H -4.687 3.287 -1.552  C21 1.092
63 C 10.245 1.693 -2.906  C42 1.518, H75 1.093, H150 1.091, O154 1.427
64 H 11.360 5.894 -2.063  C67 1.090
65 H 11.955 2.979 -2.523  C42 1.090
66 H -0.175 -0.365 -5.806  O84 0.965
67 C 10.296 5.706 -1.920  H5 1.091, C12 1.517, H46 1.091, H64 1.090
68 H -6.746 -1.685 -4.441  C24 1.105
69 C -5.946 -0.092 -2.673  C79 1.577, O143 1.420, H146 1.103, H152 1.108
70 C -8.570 6.953 3.993  H3 1.093, H80 1.089, C99 1.518, H100 1.091
71 H 5.182 3.741 4.530  C87 1.091
72 C -4.731 -2.314 1.351  C47 1.568, H58 1.103, N145 1.458, H149 1.112
73 C -7.166 -3.210 -2.865  H13 1.109, C24 1.574, H122 1.103, H141 1.102
74 N -3.732 -4.328 -2.332  H60 1.020, B113 1.470, H137 1.021
75 H 10.735 0.744 -2.675  C63 1.093
76 H 5.494 2.343 6.398  C93 1.093
77 H -4.836 2.299 1.267  C105 1.092
78 H -2.242 -4.841 -0.318  C114 1.104
79 C -5.001 -0.553 -1.499  C69 1.577, H108 1.100, H148 1.123, O151 1.425
80 H -8.407 5.892 4.179  C70 1.089
81 H 6.716 2.938 4.183  C87 1.090
82 H -6.122 2.723 3.429  C103 1.093
83 H 3.073 -4.293 -3.159  C6 1.100
84 O -0.127 -1.040 -5.118  H66 0.965, C155 1.425
85 P 8.171 2.994 -1.791  O33 1.646, O116 1.644, O133 1.499, O154 1.655
86 C 1.326 -0.982 5.605  H18 1.091, O41 1.426, H43 1.091, C120 1.517
87 C 5.646 2.777 4.315  H32 1.091, H71 1.091, H81 1.090, C93 1.517
88 H -7.610 2.739 2.502  C103 1.091
89 H 4.819 -1.445 2.591  C38 1.092
90 H 10.839 3.589 -3.752  C42 1.090
91 C -1.424 -0.490 -3.126  C26 1.545, H51 1.102, H94 1.106, C155 1.580
92 C -0.702 -6.542 0.824  H29 1.102, C118 1.579, H131 1.103, H156 1.108
93 C 5.389 1.806 5.452  H15 1.088, H76 1.093, C87 1.517, O130 1.421
94 H -1.515 0.479 -2.600  C91 1.106
95 H 2.226 -2.784 4.749  C120 1.089
96 H 7.244 0.015 3.773  C52 1.090
97 H 5.505 2.014 0.276  C45 1.092
98 H 5.250 -0.082 -1.247  C37 1.093
99 C -8.347 7.339 2.542  H57 1.090, C70 1.518, H117 1.090, O119 1.431
100 H -9.578 7.216 4.317  C70 1.091
101 C 1.040 -3.400 -3.352  C6 1.580, H31 1.099, P123 1.884, H135 1.101
102 C 2.640 -1.710 -1.561  H20 1.104, H48 1.101, H106 1.108, P123 1.858
103 C -6.541 2.951 2.446  H82 1.093, H88 1.091, C105 1.518, O147 1.421
104 C -0.448 -1.911 -1.028  C25 1.524, C26 1.577, C61 1.612, P123 1.934
105 C -5.887 2.046 1.417  H17 1.092, H77 1.092, C103 1.518, H144 1.094
106 H 3.450 -2.257 -2.083  C102 1.108
107 H 0.339 -3.182 1.493  C158 1.105
108 H -5.507 -1.408 -1.026  C79 1.100
109 H 0.237 0.241 -1.294  C25 1.109
110 H 5.534 2.302 -1.443  C45 1.091
111 C -2.731 -2.218 -0.169  O23 1.425, C61 1.618, N128 1.506, N145 1.434
112 H -4.529 4.433 0.582  C139 1.089
113 B -3.538 -2.897 -2.605  N74 1.470, O115 1.383, N128 1.531
114 C -1.278 -4.335 -0.501  H59 1.115, C61 1.577, H78 1.104, C118 1.556
115 O -3.921 -2.442 -3.853  H27 0.968, B113 1.383
116 O 8.761 4.169 -0.805  C12 1.420, P85 1.644
117 H -8.205 8.417 2.464  C99 1.090
118 C -0.179 -5.347 -0.066  H19 1.095, H53 1.109, C92 1.579, C114 1.556
119 O -7.188 6.702 1.995  C99 1.431, P127 1.637
120 C 1.408 -2.484 5.403  C86 1.517, H95 1.089, H136 1.092, H160 1.092
121 H -4.038 -3.828 0.091  N145 1.010
122 H -6.492 -3.156 -1.993  C73 1.103
123 P 1.164 -2.838 -1.558  C101 1.884, C102 1.858, C104 1.934
124 H 10.184 5.221 0.155  C12 1.093
125 H -4.294 5.675 -0.601  C139 1.093
126 O 4.819 -0.820 4.582  P2 1.654, C38 1.425
127 P -7.318 5.240 1.269  O9 1.650, O14 1.498, O119 1.637, O147 1.661
128 N -2.986 -1.870 -1.612  C26 1.557, C111 1.506, B113 1.531, O151 1.399
129 C 0.170 1.147 -4.159  H11 1.103, H153 1.102, C155 1.572, H159 1.110
130 O 4.061 1.301 5.442  P2 1.643, C93 1.421
131 H -0.120 -6.639 1.756  C92 1.103
132 H 6.418 -0.171 0.080  C37 1.092
133 O 7.412 2.269 -2.862  P85 1.499
134 H -6.409 3.578 -1.185  C21 1.091
135 H 0.056 -3.828 -3.598  C101 1.101
136 H 1.593 -2.969 6.364  C120 1.092
137 H -2.951 -4.834 -2.752  N74 1.021
138 H 11.928 2.262 -4.131  C42 1.091
139 C -5.031 4.959 -0.229  O9 1.416, C21 1.519, H112 1.089, H125 1.093
140 H 6.139 0.616 2.528  C52 1.091
141 H -8.133 -3.619 -2.528  C73 1.102
142 H -3.402 -1.863 3.003  C47 1.104
143 O -7.207 -0.739 -2.586  C24 1.423, C69 1.420
144 H -5.934 1.000 1.734  C105 1.094
145 N -3.721 -2.979 0.536  C72 1.458, C111 1.434, H121 1.010
146 H -5.465 -0.177 -3.663  C69 1.103
147 O -6.298 4.332 2.215  C103 1.421, P127 1.661
148 H -5.051 0.290 -0.758  C79 1.123
149 H -5.648 -2.942 1.293  C72 1.112
150 H 9.552 1.500 -3.726  C63 1.091
151 O -3.652 -0.683 -1.939  C79 1.425, N128 1.399
152 H -6.158 0.985 -2.530  C69 1.108
153 H 0.833 1.310 -5.024  C129 1.102
154 O 9.551 2.085 -1.722  C63 1.427, P85 1.655
155 C -0.028 -0.383 -3.858  H40 1.096, O84 1.425, C91 1.580, C129 1.572
156 H -0.548 -7.501 0.290  C92 1.108
157 H 5.981 -2.202 3.665  C38 1.093
158 C -0.725 -2.885 1.457  C4 1.495, H7 1.105, C61 1.537, H107 1.105
159 H -0.840 1.530 -4.412  C129 1.110
160 H 0.471 -2.874 4.998  C120 1.092